No. 1
{"formula": "C38H27Cl2N6O8SSn", "method": "ωB97M-V with the def2-TZVPD basis set", "symbols": ["Sn", "N", "C", "N", "C", "N", "N", "C", "C", "C", "C", "C", "C", "N", "C", "C", "C", "C", "C", "C", "H", "H", "H", "H", "H", "H", "H", "H", "H", "H", "H", "Cl", "C", "C", "C", "Cl", "C", "C", "C", "C", "N", "C", "C", "O", "H", "H", "H", "H", "O", "C", "O", "C", "C", "C", "C", "O", "C", "O", "C", "C", "H", "H", "H", "H", "H", "C", "C", "C", "C", "C", "C", "C", "S", "O", "O", "O", "H", "H", "H", "H", "H", "H", "H"], "coordinates": [[-0.20843, 0.12824, 0.07017], [1.23732, -2.92430, 2.84420], [1.02262, -2.11360, 1.80475], [0.71708, -0.86034, 1.92446], [0.50459, -0.32129, 3.17680], [0.11249, 0.90271, 3.30566], [-0.19778, 1.50820, 2.17655], [-0.54584, 2.72334, 2.12236], [-1.08168, 3.27171, 0.88775], [-1.76585, 4.48501, 0.90712], [-2.37739, 4.92363, -0.25536], [-2.25976, 4.15621, -1.40456], [-1.51986, 2.98281, -1.34395], [-0.95599, 2.54491, -0.23046], [0.74038, -1.13228, 4.35589], [0.59762, -0.64922, 5.65911], [0.89852, -1.46187, 6.72890], [1.33720, -2.77006, 6.51906], [1.44174, -3.27785, 5.24071], [1.14199, -2.46035, 4.15499], [1.44357, -3.90121, 2.69894], [1.13283, -2.51520, 0.80335], [-0.52100, 3.34947, 3.01387], [-1.82981, 5.05978, 1.82023], [-2.94071, 5.84619, -0.26196], [-2.74310, 4.45631, -2.32269], [-1.37060, 2.37490, -2.22906], [0.25161, 0.36606, 5.78488], [0.79250, -1.09110, 7.73811], [1.59799, -3.39116, 7.36438], [1.75370, -4.30110, 5.07356], [3.52232, -1.86020, -2.95697], [2.00246, -1.41364, -3.54375], [1.79031, -1.27973, -4.90655], [0.55409, -0.91392, -5.40395], [0.31390, -0.83740, -7.09394], [-0.53600, -0.62268, -4.52349], [-1.82304, -0.23821, -4.93815], [-2.79414, 0.02559, -3.99891], [-2.44472, 0.01211, -2.64681], [-1.24979, -0.37821, -2.24903], [-0.32185, -0.73745, -3.13722], [0.93770, -1.24211, -2.58144], [1.04340, -1.54529, -1.38492], [2.61271, -1.46519, -5.58263], [-2.03041, -0.15438, -5.99540], [-3.79683, 0.28664, -4.30235], [-3.13343, 0.31338, -1.86632], [2.47402, 0.81244, -2.19295], [2.67395, 1.08695, -1.01102], [1.79190, 1.30829, -0.11287], [4.09821, 1.21120, -0.50754], [4.33394, 1.10258, 0.85713], [5.61843, 1.23253, 1.38059], [6.62887, 1.50154, 0.48837], [7.95488, 1.68533, 0.73518], [8.55866, 1.96999, -0.51782], [7.56021, 1.90451, -1.52225], [6.38636, 1.62373, -0.88293], [5.13131, 1.46564, -1.41393], [3.49169, 0.91556, 1.50689], [5.81537, 1.14343, 2.43902], [9.34705, 1.23847, -0.72482], [8.99606, 2.97480, -0.49277], [4.92559, 1.52494, -2.47246], [-8.07679, -2.22728, -1.21725], [-6.74093, -1.95911, -0.58381], [-6.49257, -0.73158, 0.02921], [-5.26212, -0.47164, 0.60495], [-4.27581, -1.44689, 0.57204], [-4.49805, -2.67147, -0.02818], [-5.73814, -2.92522, -0.59507], [-2.68661, -0.93845, 1.16789], [-2.62638, -0.88228, 2.60161], [-2.55500, 0.40321, 0.53284], [-1.65995, -1.83460, 0.59561], [-8.58216, -1.29324, -1.45585], [-8.70174, -2.79186, -0.52293], [-7.96904, -2.81048, -2.13071], [-7.26666, 0.02466, 0.04326], [-5.02982, 0.48537, 1.04979], [-3.69719, -3.39666, -0.06651], [-5.92847, -3.88495, -1.05792]], "forces_ev_per_a": [[0.9, 1.8, -0.1], [0.0, 0.2, -0.4], [0.3, -0.8, 0.2], [-0.1, -0.3, -0.2], [-0.1, 0.7, -0.1], [0.3, 0.0, 1.9], [-0.5, -0.6, -2.7], [0.1, 0.1, 0.9], [-0.1, 0.3, -0.4], [0.2, -0.2, -0.1], [0.0, -0.1, -0.1], [0.0, 0.1, 0.2], [0.0, 0.1, -0.2], [-0.1, -0.2, 0.2], [0.3, -0.6, -0.1], [0.0, 0.0, -0.2], [0.0, 0.0, 0.1], [0.0, 0.1, -0.1], [0.0, -0.1, -0.2], [-0.1, 0.5, 0.5], [0.1, 0.1, -0.2], [0.0, -0.2, 0.1], [-0.1, -0.1, 0.0], [0.0, 0.0, 0.1], [0.0, 0.0, 0.0], [0.1, 0.0, -0.1], [0.0, 0.0, 0.0], [0.0, 0.0, 0.1], [0.0, 0.0, 0.0], [0.0, 0.0, 0.0], [0.0, 0.0, 0.0], [0.1, -0.2, 0.0], [-0.1, -0.1, 0.1], [0.0, 0.1, -0.1], [0.2, -0.1, 0.2], [0.0, 0.0, 0.0], [-0.2, 0.1, 0.3], [0.1, -0.1, 0.0], [0.1, 0.1, -0.1], [-0.2, -0.1, -0.1], [0.1, 0.0, 0.5], [0.0, 0.1, -0.2], [0.1, -0.1, -0.6], [-0.3, 0.1, 0.6], [0.0, 0.0, 0.0], [-0.1, 0.0, 0.0], [0.0, 0.0, 0.0], [0.0, 0.0, 0.0], [-0.4, 0.3, 0.0], [1.2, 0.0, -0.5], [-1.7, -0.8, 0.7], [-0.6, 0.1, 0.2], [0.0, 0.0, -0.2], [0.3, 0.0, 0.1], [-0.3, 0.0, -0.5], [-0.1, -0.1, 0.2], [0.7, 0.2, -0.1], [-0.2, -0.1, -0.2], [-0.1, -0.1, 0.5], [0.2, 0.0, 0.0], [0.0, 0.0, 0.1], [0.0, 0.0, 0.0], [-0.2, 0.0, 0.0], [-0.1, -0.1, 0.0], [0.0, 0.1, 0.0], [0.1, 0.0, 0.1], [0.0, 0.0, 0.0], [0.1, -0.1, 0.1], [-0.1, 0.0, 0.0], [0.3, 0.2, 0.0], [0.1, -0.1, 0.1], [0.0, 0.0, 0.1], [-0.8, -0.4, 0.5], [-0.2, 0.0, 0.0], [0.9, 0.1, -0.2], [0.2, 0.2, -0.4], [-0.1, 0.0, 0.0], [-0.1, 0.0, -0.1], [0.0, 0.0, 0.0], [0.0, 0.0, 0.0], [-0.2, 0.1, 0.0], [0.0, -0.1, 0.0], [0.0, 0.0, -0.1]], "total_energy_ev": -106871.1449, "relative_energy_ev": 3.372, "total_charge": 1, "multiplicity": 1, "gap_ev": [5.5, 4.8]}

---

No. 2
{"formula": "C38H28BrCl32FINO2S", "method": "ωB97M-V with the def2-TZVPD basis set", "symbols": ["C", "C", "C", "C", "C", "C", "C", "Br", "C", "C", "C", "C", "C", "S", "C", "C", "C", "C", "C", "C", "O", "F", "C", "C", "C", "C", "C", "C", "C", "C", "C", "C", "I", "N", "O", "C", "C", "H", "H", "H", "H", "H", "H", "H", "H", "H", "H", "H", "H", "H", "H", "H", "H", "H", "H", "H", "H", "H", "H", "H", "H", "H", "H", "H", "H", "Cl", "C", "Cl", "Cl", "Cl", "Cl", "C", "Cl", "Cl", "Cl", "Cl", "C", "Cl", "Cl", "Cl", "Cl", "C", "Cl", "Cl", "Cl", "Cl", "C", "Cl", "Cl", "Cl", "Cl", "C", "Cl", "Cl", "Cl", "Cl", "C", "Cl", "Cl", "Cl", "Cl", "C", "Cl", "Cl", "Cl"], "coordinates": [[-4.19638, 0.08525, 6.13678], [-3.34731, 0.36764, 5.29682], [-2.28379, 0.40724, 4.12871], [-2.96246, 0.22630, 2.71472], [-4.29161, -0.41715, 2.47009], [-4.88826, -0.55676, 1.08425], [-6.32414, -1.20236, 0.85319], [-6.22882, -3.19558, 0.92517], [-6.99129, -0.76940, -0.51560], [-7.52166, 0.75656, -0.47794], [-4.05920, -0.05404, -0.08473], [-2.69809, 0.56327, 0.08879], [-2.20022, 0.70317, 1.51588], [-0.54203, 1.50833, 1.68032], [0.31036, 0.86099, 0.17340], [-0.54303, 0.67412, -1.04991], [0.16562, 0.10204, -2.26160], [1.63934, -0.26030, -2.22753], [2.30920, -0.89050, -3.52198], [2.30652, -2.48836, -3.44795], [1.86214, -3.06779, -2.49561], [2.82502, -3.26829, -4.51405], [2.44309, -0.01999, -0.96654], [3.98263, -0.33958, -0.83886], [4.89065, 0.95115, -0.74320], [6.31871, 0.81370, -0.25024], [7.25595, 1.98957, -0.15698], [6.80806, 3.36207, -0.55695], [5.37734, 3.53905, -1.01837], [4.94594, 5.00047, -1.42848], [4.45047, 2.34291, -1.09886], [1.77141, 0.54406, 0.26881], [2.75526, 0.92938, 2.14008], [-1.96268, 1.01507, -1.08815], [-2.49879, 0.51405, -2.24566], [-2.85097, 1.58692, -3.16629], [-4.33452, 1.32565, -3.67682], [-5.20850, -0.09189, 6.59388], [-1.53449, -0.44290, 4.26588], [-1.73040, 1.38833, 4.21706], [-4.84591, -0.80372, 3.38252], [-7.01941, -0.85537, 1.68671], [-7.93388, -1.40415, -0.63340], [-6.36514, -0.99400, -1.43257], [-7.10251, 1.19185, 0.48890], [-7.13954, 1.32586, -1.38386], [-8.65500, 0.76707, -0.49427], [-4.51725, -0.17438, -1.10175], [-0.37126, -0.09098, -3.23045], [1.68290, -0.64855, -4.44674], [3.33717, -0.47466, -3.73202], [4.21589, -0.97664, 0.07276], [4.34782, -0.92585, -1.74376], [6.71761, -0.19414, 0.05634], [8.31833, 1.81764, 0.22252], [7.52691, 4.23879, -0.51520], [5.08115, 5.20803, -2.53315], [3.90382, 5.24719, -1.05109], [5.64152, 5.73190, -0.89348], [3.38201, 2.46794, -1.43687], [-2.75882, 2.60873, -2.70112], [-2.15667, 1.49418, -4.05374], [-5.13865, 1.70814, -2.98219], [-4.52186, 1.77883, -4.69942], [-4.47700, 0.19723, -3.75619], [1.68058, -3.71011, 1.05422], [1.64759, -5.36980, 0.42514], [1.80701, -6.51777, 1.77132], [0.10852, -5.65135, -0.41127], [2.98904, -5.59451, -0.71604], [2.67626, -7.33946, 7.02283], [3.23778, -7.99502, 5.47286], [4.04726, -9.55084, 5.74847], [1.84912, -8.23384, 4.39355], [4.37664, -6.85985, 4.72732], [10.88313, 0.75099, 3.15413], [10.51956, 2.45888, 2.84239], [9.15802, 2.57429, 1.70330], [10.08712, 3.25969, 4.36596], [11.94589, 3.24944, 2.14231], [-2.02134, 3.32323, -7.02877], [-1.85275, 4.55590, -5.76296], [-1.61235, 6.14494, -6.51233], [-3.32071, 4.58717, -4.76845], [-0.45584, 4.16606, -4.73921], [-4.40264, 6.56702, 0.09492], [-3.79101, 7.25868, -1.41965], [-2.56577, 6.17832, -2.11043], [-5.13049, 7.44310, -2.56965], [-3.06664, 8.84534, -1.09597], [2.67728, -1.52480, 5.77526], [3.19683, -3.07085, 5.07436], [3.71664, -2.81322, 3.39834], [4.54751, -3.72353, 6.02192], [1.84358, -4.21750, 5.10282], [-10.45237, 3.17470, -0.02708], [-11.17131, 2.44564, -1.47681], [-10.01612, 2.52347, -2.82226], [-11.57311, 0.74987, -1.14457], [-12.64372, 3.33333, -1.91277], [4.76348, -9.55729, 2.39346], [5.34121, -8.83024, 0.88330], [6.55130, -9.89529, 0.14040], [3.97839, -8.61675, -0.22896], [6.07514, -7.25138, 1.22867]], "forces_ev_per_a": [[-0.4, 0.5, -1.5], [0.2, -1.2, -0.5], [-1.2, -0.2, 1.0], [-0.8, -0.1, -3.0], [0.9, 0.7, -1.5], [3.0, 1.2, 0.5], [0.6, 1.6, -0.3], [0.0, 0.8, 0.1], [-1.4, -0.2, -0.1], [0.8, -0.7, 0.1], [0.3, -0.1, 2.3], [-3.0, -1.5, 2.8], [-1.1, -0.7, -1.6], [-0.7, -1.0, -1.1], [-0.1, -0.6, -0.9], [4.0, -1.2, -0.6], [1.6, 0.2, 2.0], [-1.1, 1.1, 2.3], [-0.6, -0.3, -0.6], [-0.4, -0.5, 1.6], [0.8, 0.8, -1.9], [-0.7, 2.0, 1.3], [-1.5, 0.4, 0.5], [0.2, 0.5, -0.5], [2.5, 2.6, 0.5], [-0.8, 2.4, -0.7], [-2.8, 0.0, -1.4], [-2.2, -2.7, -0.1], [1.3, -1.9, 0.5], [0.4, -0.1, 0.9], [2.2, -0.5, 0.6], [-2.4, -0.6, -3.4], [-0.4, -0.4, -1.3], [1.8, -0.6, 2.3], [-0.8, 0.7, -0.8], [-1.1, 0.1, -1.1], [0.1, -0.5, 0.0], [2.0, 0.3, -0.4], [-1.0, 1.2, 0.0], [-0.6, -1.1, -0.3], [0.7, 0.6, -1.4], [1.0, -0.8, -1.0], [1.4, 0.6, 0.2], [-0.5, 0.3, 1.3], [-0.8, -0.1, -1.4], [-0.5, -0.5, 1.3], [1.5, 0.1, 0.2], [0.9, 0.3, 1.2], [0.5, 0.3, 1.3], [0.8, -0.2, 1.2], [-1.0, -0.6, 0.3], [-0.5, 0.7, -1.1], [-0.6, 0.6, 1.1], [-0.6, 1.2, -0.4], [-2.4, -0.2, -1.7], [-1.1, -1.2, 0.0], [-0.5, -0.4, 1.2], [1.2, -0.4, -0.8], [-0.9, -1.0, -0.7], [1.3, 0.1, 0.4], [0.1, -1.3, -0.3], [-0.6, 0.3, 0.9], [1.0, -0.3, -0.6], [0.4, -0.5, 1.2], [0.2, 1.4, 0.0], [-0.1, -0.3, -0.2], [0.0, 0.1, -0.2], [0.0, 0.3, -0.2], [0.2, 0.0, 0.1], [-0.3, 0.3, 0.2], [0.1, -0.1, -0.2], [0.1, 0.1, 0.0], [-0.1, 0.2, 0.0], [0.1, -0.1, 0.3], [-0.2, -0.3, 0.1], [-0.1, 0.2, -0.1], [0.1, 0.2, 0.1], [1.3, 0.4, 1.6], [0.1, -0.1, -0.2], [-0.2, -0.1, 0.1], [0.0, 0.1, 0.2], [0.0, 0.0, -0.1], [0.0, -0.2, 0.1], [0.1, -0.1, -0.4], [-0.2, 0.0, -0.1], [0.1, 0.1, -0.2], [0.1, 0.0, 0.1], [-0.1, 0.3, 0.4], [0.2, 0.0, 0.1], [-0.1, -0.2, -0.1], [0.0, -0.2, -0.1], [0.0, 0.0, 0.0], [0.1, 0.0, 0.4], [-0.2, 0.2, -0.1], [0.2, 0.2, 0.0], [-0.1, -0.1, -0.2], [0.0, 0.0, 0.0], [-0.1, 0.0, 0.2], [0.0, 0.2, 0.0], [0.2, -0.1, 0.1], [0.1, 0.1, -0.2], [-0.1, -0.1, -0.1], [-0.1, 0.1, 0.1], [0.3, -0.3, 0.2], [-0.1, -0.2, 0.0]], "total_energy_ev": -537845.5132, "multiplicity": 1, "smiles": "C#CCc1cc([C@H](Br)CC)cc2c1Sc1c(cc(CC(=O)F)c(Cc3cccc(C)c3)c1I)N2OCC.ClC(Cl)(Cl)Cl.ClC(Cl)(Cl)Cl.ClC(Cl)(Cl)Cl.ClC(Cl)(Cl)Cl.ClC(Cl)(Cl)Cl.ClC(Cl)(Cl)Cl.ClC(Cl)(Cl)Cl.ClC(Cl)(Cl)Cl", "gap_ev": 7.8}

---

No. 3
{"formula": "C38H28Cl2N7NaO2Se", "method": "ωB97M-V with the def2-TZVPD basis set", "symbols": ["Na", "Cl", "C", "C", "C", "N", "C", "O", "C", "C", "C", "C", "C", "N", "C", "C", "C", "Cl", "N", "C", "O", "C", "C", "C", "C", "C", "N", "H", "H", "H", "H", "H", "H", "H", "H", "H", "H", "C", "C", "C", "C", "C", "C", "C", "C", "C", "C", "C", "C", "C", "C", "C", "N", "H", "H", "H", "H", "H", "H", "H", "H", "H", "H", "C", "N", "C", "C", "N", "C", "C", "Se", "H", "H", "H", "H", "H", "H", "H", "H"], "coordinates": [[-0.14321, -0.21396, 0.42874], [-5.49647, -5.01692, 0.57979], [-4.21131, -3.91811, 1.04806], [-3.61931, -3.12435, 0.07087], [-2.58463, -2.22578, 0.36595], [-1.87717, -1.47300, -0.56521], [-1.96789, -1.73581, -1.86122], [-2.68595, -2.55118, -2.48444], [-0.96676, -0.97105, -2.72283], [-0.48986, -1.60422, -3.87476], [0.43427, -0.95619, -4.67030], [0.85186, 0.31910, -4.30894], [0.31152, 0.87592, -3.16478], [-0.57601, 0.25753, -2.38754], [-2.20122, -2.08804, 1.74283], [-2.78532, -2.93359, 2.68930], [-3.77862, -3.84413, 2.35512], [-4.47336, -4.83938, 3.62027], [-1.38310, -1.06195, 2.17839], [-0.25605, -1.19617, 2.84544], [0.25678, -0.33454, 3.59127], [0.65530, -2.39569, 2.54867], [1.60391, -2.80501, 3.48355], [2.56697, -3.71789, 3.10041], [2.56804, -4.18540, 1.79145], [1.57639, -3.73429, 0.93678], [0.63391, -2.87008, 1.30294], [-3.93700, -3.22402, -0.95360], [-0.86700, -2.59062, -4.10620], [0.83017, -1.43569, -5.55896], [1.58627, 0.86282, -4.88981], [0.60362, 1.87110, -2.84093], [-2.48104, -2.83090, 3.72318], [1.57943, -2.36897, 4.47325], [3.32774, -4.04340, 3.80095], [3.32943, -4.86890, 1.43741], [1.53519, -4.07151, -0.09407], [3.99003, -0.65027, -2.13495], [4.72366, 0.46455, -1.72940], [4.21140, 1.27631, -0.72910], [2.98951, 0.95237, -0.11786], [2.18060, -0.12488, -0.53283], [2.73696, -0.88948, -1.57761], [2.54183, 1.73962, 1.06289], [3.50289, 2.31983, 1.94624], [3.09814, 3.00286, 3.04738], [1.71820, 3.12676, 3.32382], [1.20769, 3.82137, 4.44503], [-0.13852, 3.88199, 4.66546], [-1.02818, 3.23555, 3.77672], [-0.56139, 2.56222, 2.68534], [0.83118, 2.50001, 2.41988], [1.25190, 1.84557, 1.30414], [4.39667, -1.31415, -2.89496], [5.67621, 0.70080, -2.19384], [4.75561, 2.17886, -0.45541], [2.15595, -1.71992, -1.98482], [4.55606, 2.18275, 1.74061], [3.81967, 3.43923, 3.73169], [1.90137, 4.30137, 5.12794], [-0.52679, 4.41067, 5.52840], [-2.09066, 3.25150, 3.99158], [-1.22302, 2.02550, 2.01518], [-1.24250, 5.74332, -1.41685], [-2.30748, 5.35955, -0.51733], [-2.96735, 6.18945, 0.37325], [-3.78939, 5.41186, 1.10224], [-3.62911, 4.11450, 0.65459], [-4.24769, 2.93216, 1.22786], [-2.69042, 4.06145, -0.33361], [-2.05144, 2.57288, -1.18910], [-1.29778, 6.81683, -1.59395], [-1.35466, 5.19578, -2.35016], [-0.27134, 5.48247, -0.99451], [-2.80794, 7.25325, 0.39790], [-4.48104, 5.67207, 1.88434], [-5.27766, 3.15703, 1.50208], [-3.69723, 2.59451, 2.10298], [-4.22242, 2.13845, 0.48425]], "forces_ev_per_a": [[0.3, 0.3, -0.8], [0.0, 0.0, 0.0], [0.0, 0.0, 0.1], [0.1, 0.0, 0.0], [0.0, 0.0, -0.1], [-0.2, -0.1, 0.0], [0.0, -0.1, 0.1], [0.0, 0.0, 0.0], [0.0, 0.1, -0.1], [0.0, 0.0, 0.0], [0.0, 0.0, 0.1], [0.0, 0.0, -0.1], [-0.1, 0.1, 0.1], [0.0, -0.2, 0.0], [0.1, -0.1, 0.1], [0.1, 0.1, 0.0], [0.0, 0.0, -0.1], [0.0, 0.0, 0.0], [-0.2, 0.2, 0.2], [-0.1, -0.2, 0.2], [0.0, -0.1, -0.1], [0.0, 0.0, -0.2], [0.0, 0.0, 0.1], [0.0, 0.0, 0.0], [0.0, 0.0, 0.0], [-0.1, 0.0, 0.1], [0.0, 0.0, 0.1], [0.0, 0.0, 0.0], [0.0, 0.0, 0.0], [0.0, 0.0, 0.0], [0.0, 0.0, 0.0], [0.0, 0.0, 0.0], [0.0, 0.0, 0.0], [0.0, 0.0, 0.0], [0.0, 0.0, 0.0], [0.0, 0.0, 0.0], [0.0, 0.0, 0.0], [-0.1, 0.0, 0.1], [0.0, 0.0, 0.0], [0.0, 0.0, 0.0], [0.0, -0.1, -0.1], [0.0, -0.1, 0.0], [0.1, 0.0, 0.0], [-0.1, 0.0, -0.1], [0.1, 0.1, 0.0], [0.1, 0.0, 0.0], [-0.1, 0.0, -0.1], [0.0, 0.0, 0.0], [0.0, 0.0, 0.0], [0.0, 0.0, 0.0], [0.0, -0.1, -0.1], [0.0, 0.1, 0.0], [0.0, -0.1, 0.2], [0.0, 0.0, 0.0], [0.0, 0.0, 0.0], [0.0, -0.1, 0.1], [0.1, 0.0, 0.0], [0.0, 0.0, 0.0], [0.0, 0.0, 0.0], [0.0, 0.0, 0.0], [0.0, 0.0, 0.0], [0.0, 0.0, 0.0], [0.0, 0.0, 0.0], [0.0, 0.0, 0.0], [0.1, 0.0, 0.1], [0.0, 0.0, -0.1], [-0.1, -0.1, 0.0], [0.0, -0.1, 0.1], [-0.1, 0.1, -0.1], [0.0, 0.1, 0.0], [0.0, 0.2, 0.1], [0.0, 0.0, 0.0], [0.0, 0.0, 0.0], [0.0, 0.0, 0.0], [0.0, 0.0, 0.0], [0.0, -0.1, 0.0], [0.0, 0.0, 0.0], [0.1, 0.0, 0.1], [0.0, 0.0, 0.0]], "total_energy_ev": -149196.1326, "relative_energy_ev": 0.650, "total_charge": -2, "multiplicity": 1, "gap_ev": 5.1}

---

Calculated maximum force, 2.78 4.40 0.89 eV Å⁻¹ (same order as the records).